C3H8N2O2 | ωB97M-V with the def2-TZVPD basis set

ΔE to the lowest compared entry with this formula, charge and spin	72.7	kcal/mol
HOMO level	-7.8	eV
charge	0
orbital gap	7.1	eV
E	-10313.800	eV

Structure (XYZ):
```
15
Properties=species:S:1:pos:R:3:forces:R:3:lowdin_charge:R:1
C -0.07705 -0.74578 0.16020 0.307 0.303 -0.452 -0.223
C -0.38621 -1.22499 -1.06629 -0.188 -0.059 0.483 -0.129
N 0.64169 -1.11698 -2.11757 0.080 -0.077 0.044 0.146
N -0.79651 -0.63614 1.26893 0.129 0.103 -0.154 0.103
H 0.92096 -0.31652 0.27500 0.019 -0.052 0.151 0.125
H -1.32550 -1.61417 -1.41870 -0.012 -0.036 -0.002 0.101
H 0.22117 -0.71512 -2.95059 0.138 0.020 -0.262 0.158
H 1.41091 -0.50569 -1.84226 -0.128 0.184 0.211 0.162
H 1.07284 -2.01045 -2.35055 -0.077 -0.147 -0.207 0.156
H -1.79400 -0.64370 1.14361 -0.169 -0.050 0.177 0.108
H -0.37826 0.15734 1.83741 -0.050 -0.206 0.106 0.058
O 0.73889 1.32949 2.19037 -0.173 0.246 -0.182 -0.160
C 0.11940 2.35271 1.74899 0.086 -0.362 0.408 -0.606
O -0.89765 2.35774 1.04735 -0.084 0.075 -0.267 -0.098
H 0.52933 3.33227 2.07411 0.122 0.058 -0.054 0.100
```
Forces are in eV/Å.

C3H8N2O2 | ωB97M-V with the def2-TZVPD basis set

ΔE to the lowest compared entry with this formula, charge and spin	37.6	kcal/mol
HOMO level	-8.7	eV
charge	0
orbital gap	9.7	eV
SMILES	NC(=O)[C@@H](N)CO
E	-10315.321	eV

Structure (XYZ):
```
15
Properties=species:S:1:pos:R:3:forces:R:3:lowdin_charge:R:1
N -1.55700 -0.44851 -0.08492 0.091 1.224 0.237 0.042
C -0.14821 -0.22284 0.27447 -1.025 -1.669 -1.960 -0.264
C 0.76535 -0.98234 -0.78374 0.111 1.079 1.968 -0.193
O 1.31204 -2.12103 -0.11730 -0.131 -0.290 -0.531 -0.073
C 0.04242 1.27776 0.13653 0.991 -0.269 1.021 -0.510
N 0.28809 2.00433 1.30015 -0.263 1.067 -0.089 0.144
O 0.18870 1.78017 -0.94957 -0.203 0.122 -0.485 0.078
H -2.19734 -1.14310 0.22373 0.342 -0.551 0.449 0.063
H -1.77464 -0.05507 -0.98254 -0.149 -0.086 -0.089 0.071
H 0.15158 -0.70734 1.19887 -0.382 0.559 0.443 0.138
H 1.54692 -0.25006 -0.99335 0.248 -0.506 -0.736 0.111
H 0.15435 -1.29642 -1.61814 0.103 0.323 -0.376 0.116
H 1.15292 -2.88166 -0.68892 0.177 0.087 0.285 0.083
H -0.40845 2.07473 2.02939 -0.089 -0.977 0.111 0.097
H 0.48327 2.97138 1.05534 0.178 -0.115 -0.248 0.098
```
Forces are in eV/Å.

C3H8N2O2 | ωB97M-V with the def2-TZVPD basis set

ΔE to the lowest compared entry with this formula, charge and spin	120.6	kcal/mol
HOMO level	-8.7	eV
charge	0
orbital gap	7.9	eV
E	-10311.724	eV

Structure (XYZ):
```
15
Properties=species:S:1:pos:R:3:forces:R:3:lowdin_charge:R:1
C 0.25724 -0.33266 0.45694 0.084 0.097 -0.056 -0.622
C 0.43057 0.75559 -1.68137 -0.007 0.073 0.084 -0.096
N -0.14265 -0.30781 -0.87788 -0.348 0.144 0.672 0.058
N 0.35398 -1.61511 1.06576 -0.040 0.131 -0.049 0.122
C -1.24709 0.37389 0.69722 0.159 -0.316 0.191 -0.353
O 1.30757 0.51732 0.83953 -0.212 -0.168 -0.132 0.013
O -2.08165 -0.23724 1.38628 0.313 0.003 -0.306 -0.031
H 1.96298 -0.05637 1.25676 -0.053 0.013 -0.016 0.104
H -1.51180 0.42535 -0.50904 0.126 0.030 -0.268 0.176
H 0.08080 -2.33235 0.40487 -0.011 0.056 0.023 0.093
H -0.30129 -1.65832 1.84650 -0.017 0.036 -0.057 0.088
H -0.93452 1.42718 0.78472 0.107 -0.011 -0.182 0.168
H -0.09478 0.81016 -2.63235 0.017 -0.006 0.047 0.085
H 0.43915 1.73311 -1.18577 -0.040 -0.063 0.018 0.091
H 1.48147 0.49724 -1.85216 -0.080 -0.018 0.030 0.104
```
Forces are in eV/Å.

C3H8N2O2 | ωB97M-V with the def2-TZVPD basis set

ΔE to the lowest compared entry with this formula, charge and spin	166.3	kcal/mol
HOMO level (alpha / beta)	-6.3 / -5.6	eV
charge	0
orbital gap (alpha / beta)	7.0 / 6.3	eV
E	-10309.739	eV

Structure (XYZ):
```
15
Properties=species:S:1:pos:R:3:forces:R:3:lowdin_charge:R:1
C -0.74528 2.27044 0.02062 0.058 1.242 -0.032 -0.106
C -0.10084 -0.13752 -0.32601 -0.578 2.360 0.356 -0.372
C 2.19360 -0.27134 0.30261 -2.262 1.186 -0.336 0.000
N -1.98134 -1.66935 -0.01532 -1.655 1.257 -0.720 0.027
N -0.65174 -1.39082 -0.16578 3.113 -0.389 0.867 -0.048
O -0.90211 0.86848 -0.01383 0.342 -0.552 -1.217 -0.079
O 1.18887 0.13801 -0.66765 -2.417 -1.472 -0.062 -0.055
H 0.24089 2.73991 -0.03635 0.259 -1.109 -0.110 -0.001
H -1.43991 2.91236 -0.59146 0.074 -1.639 0.682 0.022
H 1.85335 0.27164 1.17046 0.743 -0.055 0.837 0.100
H 2.98928 0.20082 -0.19781 1.890 -0.205 0.264 0.088
H 2.15511 -1.33291 0.45392 0.623 -0.482 -0.056 0.083
H -2.31152 -0.99738 -0.70950 -1.447 -0.517 0.207 0.094
H -2.41658 -1.38981 0.88829 0.977 0.040 -0.553 0.109
H -0.07177 -2.21252 -0.11220 0.281 0.335 -0.127 0.138
```
Forces are in eV/Å.

C3H8N2O2 | ωB97M-V with the def2-TZVPD basis set

ΔE to the lowest compared entry with this formula, charge and spin	126.3	kcal/mol
HOMO level	-9.2	eV
charge	0
orbital gap	9.9	eV
SMILES	C/N=[NH+]\[O-].C=CO
E	-10311.476	eV

Structure (XYZ):
```
15
Properties=species:S:1:pos:R:3:forces:R:3:lowdin_charge:R:1
C 2.01090 0.97610 -0.04797 1.065 1.170 -1.689 -0.006
C -1.77618 -0.07605 1.28514 -0.530 0.485 -0.028 -0.091
C 1.62300 -0.27603 -0.17969 -0.898 1.327 2.602 -0.346
N -1.31428 -0.67968 -0.80059 -3.178 0.482 -3.248 -0.211
N -1.02825 -0.84799 0.36268 1.523 -1.782 1.583 -0.026
O -2.22639 0.05830 -1.30099 0.435 0.429 0.812 -0.079
O 1.55195 -0.93137 -1.33226 -0.877 -2.308 0.441 0.018
H -1.03809 -1.28818 -1.57359 1.476 -0.430 0.805 0.172
H 2.40943 1.46714 -0.95872 -0.206 -0.074 0.547 0.063
H 1.96618 1.61798 0.81432 -0.032 -0.450 0.385 0.046
H -2.83945 -0.19136 0.95400 0.564 0.529 1.009 0.106
H -1.47785 -0.23121 2.32611 -0.546 -1.145 -0.238 0.083
H -1.41805 0.92672 1.20545 -0.443 1.323 -0.681 0.076
H 1.10663 -0.69221 0.71917 0.862 -0.558 -1.399 0.107
H 2.00217 -0.51310 -2.03826 0.785 1.002 -0.902 0.088
```
Forces are in eV/Å.

C3H8N2O2 | ωB97M-V with the def2-TZVPD basis set

ΔE to the lowest compared entry with this formula, charge and spin	23.3	kcal/mol
HOMO level	-9.4	eV
charge	0
orbital gap	10.3	eV
SMILES	N[C@@]1(O)NCCO1
E	-10315.943	eV

Structure (XYZ):
```
15
Properties=species:S:1:pos:R:3:forces:R:3:lowdin_charge:R:1
N 1.60982 -0.24018 -1.11310 0.130 0.117 0.115 0.127
C 0.39021 0.41507 -0.71795 0.030 -0.158 0.006 -0.693
O 0.20721 1.44946 -1.61929 -0.217 0.075 -0.019 0.054
N -0.72716 -0.51757 -0.69007 0.091 -0.085 -0.051 0.049
C -1.27483 -0.56096 0.66272 -0.125 0.006 0.148 -0.172
C -0.15274 0.05714 1.49471 -0.097 -0.162 0.172 -0.186
O 0.44164 0.97203 0.59652 0.036 0.079 -0.047 -0.048
H 2.22132 0.44999 -1.53799 -0.046 -0.089 0.021 0.089
H 2.07905 -0.60089 -0.28754 -0.045 -0.006 -0.109 0.087
H -0.41634 -1.41743 -1.03293 -0.051 0.109 0.047 0.114
H -1.52963 -1.58185 0.96150 0.062 0.148 -0.038 0.117
H -2.18477 0.04835 0.72770 0.133 -0.075 0.005 0.111
H 0.57180 -0.70909 1.81832 -0.085 0.107 -0.059 0.118
H -0.49324 0.60986 2.37414 0.038 -0.090 -0.131 0.122
H -0.74234 1.62605 -1.63674 0.146 0.022 -0.059 0.110
```
Forces are in eV/Å.

C3H8N2O2 | ωB97M-V with the def2-TZVPD basis set

ΔE to the lowest compared entry with this formula, charge and spin	57.0	kcal/mol
HOMO level	-9.3	eV
charge	0
orbital gap	10.0	eV
SMILES	CN(N)C(=O)CO
E	-10314.482	eV

Structure (XYZ):
```
15
Properties=species:S:1:pos:R:3:forces:R:3:lowdin_charge:R:1
C -0.57626 -0.52864 -0.15166 -3.302 3.395 0.072 -0.364
C 1.74572 -1.05494 0.33886 -0.062 -0.016 -0.043 -0.026
C -1.80198 0.82881 -0.21590 2.379 -2.781 -0.257 -0.146
N 1.00825 1.21709 -0.21297 0.003 0.171 -0.032 0.072
N 0.68956 -0.13255 -0.04580 1.110 -0.248 0.091 -0.209
O -1.03132 -1.64274 -0.10116 0.270 -0.459 0.057 0.052
O -2.99363 0.22113 0.13121 -0.201 -0.258 -0.016 -0.086
H 2.52129 -1.10300 -0.42863 -0.017 -0.010 0.024 0.086
H 2.19052 -0.72517 1.28223 0.018 -0.027 -0.061 0.088
H 1.30369 -2.03916 0.47533 0.035 0.002 -0.030 0.085
H -1.49691 1.58486 0.49769 -0.029 0.090 0.025 0.083
H -1.78416 1.18960 -1.24674 0.014 0.175 0.084 0.092
H 1.40571 1.60306 0.64272 -0.076 -0.183 -0.133 0.098
H 1.69065 1.32061 -0.96233 -0.164 -0.078 0.161 0.098
H -2.87113 -0.73896 -0.00285 0.020 0.228 0.058 0.077
```
Forces are in eV/Å.

C3H8N2O2 | ωB97M-V with the def2-TZVPD basis set

ΔE to the lowest compared entry with this formula, charge and spin	73.4	kcal/mol
HOMO level	-7.3	eV
charge	0
orbital gap	8.1	eV
SMILES	NC(N)=C=O.CO
E	-10313.772	eV

Structure (XYZ):
```
15
Properties=species:S:1:pos:R:3:forces:R:3:lowdin_charge:R:1
C -1.96401 -1.13769 0.39429 0.069 -0.288 -0.026 -0.126
C 0.94783 -0.58001 -0.32970 1.259 -1.837 -0.085 -0.170
C 1.09992 0.69792 -0.07629 -0.532 0.400 -0.138 -0.437
N 2.27998 1.18952 0.55308 -0.048 -0.019 0.002 0.078
N 0.15916 1.70004 -0.42281 0.026 -0.025 0.002 0.079
O -1.30077 -0.82043 -0.81991 0.342 -0.969 -0.943 -0.166
O 1.12930 -1.75635 -0.51979 -0.213 1.433 0.274 0.070
H -0.86894 -1.64006 -1.19116 -0.880 1.226 0.632 0.110
H -0.68967 1.28182 -0.78933 0.159 0.132 0.014 0.065
H -0.04980 2.29408 0.37027 -0.056 -0.076 0.111 0.080
H 2.69350 1.93755 0.00287 -0.005 -0.191 -0.095 0.084
H 2.95992 0.45561 0.70681 -0.006 0.114 0.048 0.083
H -1.30317 -1.70557 1.05272 -0.040 0.027 0.089 0.086
H -2.86745 -1.71991 0.19830 -0.023 0.070 0.088 0.081
H -2.22582 -0.19651 0.87067 -0.053 0.005 0.028 0.083
```
Forces are in eV/Å.

C3H8N2O2S | ωB97M-V with the def2-TZVPD basis set

ΔE to the lowest compared entry with this formula, charge and spin	87.9	kcal/mol
HOMO level	-8.5	eV
charge	0
orbital gap	9.2	eV
E	-21147.033	eV

Structure (XYZ):
```
16
Properties=species:S:1:pos:R:3:forces:R:3:lowdin_charge:R:1
C 0.99232 0.82365 0.35459 2.632 -2.714 1.050 -0.349
C -0.30454 -0.75080 -0.92978 1.916 -2.187 0.194 -0.081
C -1.24969 1.38766 -0.16396 -2.848 -0.989 2.164 -0.033
N -0.17029 0.40176 -0.16135 1.022 3.448 1.465 -0.154
N 2.23316 -0.62379 0.19518 -1.458 1.223 -0.480 -0.557
O 1.38804 1.73080 1.01752 -0.882 -0.279 -1.012 0.105
O 2.69604 -1.02408 1.48768 -0.701 0.031 0.013 -0.161
S 3.54062 -0.03707 -0.76603 -0.870 -0.096 0.631 0.738
H -0.59319 -0.54940 -1.91392 -0.723 0.096 -1.451 0.087
H 0.64052 -1.30152 -0.90300 0.355 0.817 -0.682 0.079
H -0.80031 -1.54016 -0.43304 -2.029 -0.421 0.485 0.088
H -1.28183 2.20881 0.66358 0.466 -2.051 -1.230 0.135
H -1.45556 1.87198 -1.06272 0.826 1.092 -1.989 0.053
H -2.20970 0.74433 -0.18366 1.195 0.944 0.971 0.116
H 2.12019 -1.80134 1.66822 0.632 0.691 -0.146 0.094
H 3.41002 1.23186 -0.36713 0.467 0.397 0.017 -0.160
```
Forces are in eV/Å.